Molecular formula: C6H13N
Method: DFT, ωB97M-V/def2-TZVPD

Structure (XYZ):
```
20
C6H13N, DFT ωB97M-V/def2-TZVPD
H 0.094 -1.634 0.098
H 1.391 1.619 -0.282
H -1.005 -1.733 -1.035
H -2.933 1.312 0.122
H -2.821 0.068 1.293
C 1.367 0.800 0.435
H 1.884 1.197 1.321
H 2.579 -1.005 0.686
N -0.839 -1.339 -0.117
H -0.860 0.570 -1.016
C -1.096 0.103 -0.036
H 1.678 -0.175 -2.132
C -0.108 0.805 0.969
C -2.571 0.285 0.234
H -0.636 1.765 1.061
C 2.129 -0.363 -0.066
C 2.272 -0.650 -1.358
H -0.259 0.221 1.886
H -3.200 -0.412 -0.326
H 2.935 -1.435 -1.736
```

Calculated values
- Kohn-Sham gap (eV) = 9.95
- E (eV) = -7921.697
- energy relative to the best compared isomer or geometry (same formula, charge and spin) (kcal per mole) = 26.21
- spin multiplicity = 1
- HOMO level (eV) = -8.81
- charge = 0
- LUMO level (eV) = 1.14

=====

Molecular formula: C2H2N2O3
Method: DFT, ωB97M-V/def2-TZVPD

Structure (XYZ):
```
9
C2H2N2O3, DFT ωB97M-V/def2-TZVPD
C 0.243 -0.213 -0.022
O -0.826 -1.029 -0.067
N 1.455 -0.662 0.158
N -1.477 1.057 -0.006
H -2.888 -0.676 -0.001
O -0.092 1.090 0.077
O 2.259 0.450 -0.159
H 3.227 0.121 0.073
C -1.901 -0.139 -0.053
```

Calculated values
- Kohn-Sham gap (eV) = 9.50
- E (eV) = -11224.561
- energy relative to the best compared isomer or geometry (same formula, charge and spin) (kcal per mole) = 97.87
- spin multiplicity = 1
- HOMO level (eV) = -8.80
- charge = 0
- LUMO level (eV) = 0.69

=====

Molecular formula: C43H62Cl2O2P3SSiTaTe
Method: DFT, ωB97M-V/def2-TZVPD

Structure (XYZ):
```
116
C43H62Cl2O2P3SSiTaTe, DFT ωB97M-V/def2-TZVPD
H 1.453 4.217 3.587
H -5.230 -5.506 2.686
C -4.676 0.548 -0.478
P 0.983 1.292 2.463
H -0.556 -4.867 -0.967
C 0.042 2.557 3.482
H -4.085 0.516 0.435
H 3.244 2.936 -1.596
C 2.508 -2.958 1.712
C -1.001 1.895 4.387
H -3.082 3.063 -3.455
C -1.435 -1.932 4.140
C 2.351 1.245 -3.264
H -2.190 5.315 -3.786
H -2.506 0.824 -4.285
H -4.805 -6.582 0.323
S -3.943 -3.549 2.043
H 3.375 -3.084 2.362
C 2.982 -2.494 0.329
C -4.879 1.106 -2.884
H -4.427 1.441 -3.815
H -1.765 4.400 1.544
H 1.501 3.159 5.007
H -2.270 -2.142 -3.601
H -0.148 -2.750 -2.019
C -0.612 -0.148 -4.118
C 3.311 -0.205 2.874
H 0.856 -4.714 -3.109
C 3.752 -0.575 -3.940
C 3.212 2.966 -0.515
H -2.045 -2.820 3.990
H -3.359 -5.002 -1.195
H -0.102 -0.882 -3.490
H 4.292 -3.322 -1.238
C 1.885 0.515 -2.169
H -2.888 3.441 2.587
Te -2.447 -1.992 -0.600
H -4.995 -0.465 -0.725
C 3.831 -3.602 -0.295
H 3.713 -1.116 3.318
C 0.242 -4.257 -0.543
Cl -1.907 2.136 0.879
H 4.974 4.199 2.094
C -4.427 -5.621 0.639
C -1.188 -1.302 2.814
O -0.233 -1.703 2.070
H -5.580 1.122 -0.261
H -0.580 -0.503 -5.149
H -5.755 1.731 -2.705
C -3.963 1.212 -1.660
H 4.641 -3.818 0.403
H -3.817 -1.302 -3.500
H 3.615 -1.610 0.442
C 0.315 4.011 -1.921
H -5.237 0.087 -3.017
H -3.840 2.263 -1.417
H 2.422 -4.354 -2.399
H -1.649 2.662 4.816
C 2.210 2.302 1.561
O -1.875 -0.333 2.379
C 2.018 0.194 3.592
H -1.967 -1.251 4.800
H 0.151 4.253 4.770
C -2.831 -1.277 -3.956
C -0.406 4.948 -2.648
H 1.976 2.250 -3.429
C 3.269 0.708 -4.151
H -2.957 -1.391 -5.034
H 3.656 -2.328 -2.750
H -0.015 5.949 -2.780
H -0.137 -3.785 0.366
H 2.008 -3.924 1.644
Cl -3.929 4.308 0.676
C 2.326 -0.800 -2.002
C -1.410 2.380 -2.275
H 3.247 2.984 3.323
H 1.263 4.296 -1.484
H -1.633 1.198 3.841
H 1.447 0.949 5.578
H 4.063 0.574 2.974
C 1.483 -3.909 -2.721
C -2.123 3.316 -3.021
C -3.266 -3.618 0.457
C 0.726 -3.235 -1.579
C 4.199 3.660 0.164
H 3.615 1.290 -4.995
C -2.571 3.676 1.578
H -0.064 0.790 -4.065
H 3.151 -0.370 1.809
C 3.278 -1.326 -2.877
H 1.051 -4.931 -0.258
C -4.667 -5.087 1.866
C -0.163 2.713 -1.736
H 1.825 -2.255 2.177
H 4.482 -1.002 -4.615
C -1.622 4.595 -3.211
P -2.147 0.724 -1.952
H 2.817 -0.148 5.541
Ta -0.675 -0.280 0.472
Si 0.857 1.387 -0.842
H -0.492 -2.251 4.581
C 3.215 2.991 2.243
C 0.854 3.598 4.251
C 2.331 0.672 5.009
C 2.193 2.288 0.164
H 1.678 -3.217 -3.538
H -0.492 3.104 2.702
C -2.067 0.019 -3.691
H 3.029 1.509 5.009
H 3.262 -4.521 -0.426
H 1.395 -0.703 3.683
H -0.535 1.363 5.217
P 1.562 -1.816 -0.688
C -3.642 -4.771 -0.177
H 4.972 4.180 -0.387
C 4.198 3.675 1.551
```

Calculated values
- Kohn-Sham gap (eV) = 6.28
- E (eV) = -130149.804
- energy relative to the best compared isomer or geometry (same formula, charge and spin) (kcal per mole) = 21.24
- spin multiplicity = 1
- HOMO level (eV) = -12.86
- charge = +2
- LUMO level (eV) = -6.58

=====

> Which value of LUMO level does entry 3 give?

-6.58 eV

=====

> What is the formula in the first record?

C6H13N